# 1
Density functional theory data (ωB97M-V/def2-TZVPD) for 11 unconnected molecules or ions with the total composition C15H52F3N5O11P.

Net charge ... +1
HOMO energy ... -11.45 eV
LUMO ... -3.768 eV

```
87
C15H52F3N5O11P (ωB97M-V/def2-TZVPD)
N -5.775 4.084 -4.477
P -4.763 4.795 -3.577
N -3.525 3.734 -2.821
C -2.788 2.888 -3.490
N -2.803 2.987 -4.861
N -2.028 1.931 -2.887
C -0.554 2.086 -3.109
C 0.026 3.446 -2.699
C 0.710 4.162 -3.861
N 0.575 5.571 -3.992
O 1.365 3.519 -4.622
C -2.412 1.498 -1.565
F -3.739 1.373 -1.501
F -1.836 0.340 -1.288
F -2.057 2.392 -0.612
H -6.731 4.120 -4.138
H -5.173 5.430 -2.406
H -3.844 5.654 -4.176
H -3.423 3.761 -1.812
H -2.106 3.610 -5.262
H -2.671 2.069 -5.278
H -0.357 1.883 -4.163
H -0.060 1.294 -2.547
H -0.692 4.106 -2.203
H 0.805 3.228 -1.959
H 0.610 5.984 -3.060
H -0.330 5.807 -4.393
C 2.127 -0.081 -0.739
O 1.121 0.947 -0.777
H 2.553 -0.138 -1.738
H 2.911 0.165 -0.024
H 1.701 -1.044 -0.464
H 0.748 1.012 0.108
C 3.867 -3.197 1.590
O 2.855 -2.185 1.566
H 4.294 -3.256 0.593
H 4.658 -2.950 2.298
H 3.446 -4.169 1.852
H 2.483 -2.129 2.453
C -6.646 2.531 -0.720
O -5.943 3.771 -0.570
H -7.674 2.795 -0.954
H -6.245 1.925 -1.537
H -6.627 1.962 0.210
H -5.059 3.567 -0.251
C -5.195 1.208 2.928
O -6.173 2.242 2.904
H -4.691 1.232 1.961
H -4.447 1.373 3.708
H -5.641 0.222 3.070
H -6.635 2.232 3.747
C -0.150 -1.150 3.754
O 1.039 -1.144 4.532
H -0.380 -0.115 3.509
H -0.024 -1.713 2.824
H -0.992 -1.571 4.308
H 1.239 -2.051 4.782
C 3.538 7.028 -2.054
O 2.555 6.012 -1.851
H 2.999 7.965 -2.164
H 4.213 7.109 -1.201
H 4.118 6.849 -2.961
H 3.015 5.173 -1.747
C 5.748 -6.534 1.666
O 6.258 -5.208 1.531
H 4.866 -6.482 2.302
H 5.475 -6.939 0.690
H 6.485 -7.195 2.125
H 7.036 -5.264 0.968
C 5.457 -4.341 5.068
O 4.577 -5.411 5.402
H 4.839 -3.459 4.918
H 6.166 -4.142 5.875
H 6.006 -4.558 4.148
H 5.104 -6.204 5.540
C -7.028 -2.913 3.365
O -6.923 -1.641 3.993
H -6.220 -2.970 2.639
H -6.910 -3.733 4.078
H -7.978 -3.035 2.839
H -7.627 -1.567 4.644
C 7.290 -8.561 -1.551
O 7.833 -7.930 -0.399
H 6.210 -8.570 -1.421
H 7.525 -8.015 -2.468
H 7.635 -9.592 -1.653
H 8.791 -7.912 -0.486
```



# 2
Density functional theory data (ωB97M-V/def2-TZVPD) for 11 unconnected molecules or ions with the total composition C15H52N2O11 at a distorted geometry.

Relative energy (zero: lowest compared OMol25 entry of this formula, charge and spin) ... 103.8 kcal per mole
HOMO energy ... -9.48 eV
SMILES ... NC(N)=O.CCO.CCO.CCO.CCO.CO.CO.CO.CO.CO.CO
LUMO ... -0.187 eV

```
80
C15H52N2O11 (ωB97M-V/def2-TZVPD)
C 12.814 -28.528 4.637
C 11.613 -28.881 3.790
O 11.321 -27.730 3.000
H 13.379 -29.491 4.728
H 12.709 -28.218 5.662
H 13.429 -27.828 4.038
H 10.685 -29.220 4.373
H 11.822 -29.729 3.192
H 10.469 -27.911 2.463
C 19.035 -26.297 -0.358
C 17.656 -26.367 0.216
O 17.643 -27.162 1.329
H 19.805 -26.226 0.378
H 19.143 -25.427 -1.035
H 19.490 -27.094 -0.965
H 17.029 -26.807 -0.578
H 17.254 -25.440 0.561
H 18.067 -26.680 2.087
C 15.021 -29.495 0.380
C 13.738 -29.497 1.236
O 12.866 -28.499 0.882
H 15.314 -28.461 0.061
H 14.842 -30.014 -0.553
H 15.766 -29.859 1.019
H 14.096 -29.152 2.166
H 13.163 -30.428 1.294
H 12.412 -28.030 1.594
C 15.525 -23.656 4.915
C 16.953 -23.925 5.048
O 17.768 -22.951 4.507
H 14.909 -24.430 5.458
H 15.282 -23.773 3.847
H 15.306 -22.663 5.194
H 17.364 -24.919 4.826
H 16.966 -23.853 6.093
H 18.682 -23.035 4.865
C 16.356 -22.642 1.064
O 15.142 -22.381 1.719
N 16.696 -22.780 -0.213
N 17.504 -22.669 1.792
H 15.955 -22.659 -0.942
H 17.515 -23.361 -0.473
H 17.389 -22.565 2.795
H 18.352 -22.963 1.426
C 13.732 -24.387 -1.050
O 14.278 -25.524 -1.725
H 14.583 -23.813 -0.750
H 13.156 -24.629 -0.122
H 12.947 -23.867 -1.592
H 15.202 -25.543 -1.463
C 16.600 -27.490 5.949
O 15.266 -27.078 5.819
H 17.069 -26.724 6.554
H 17.055 -27.465 4.960
H 16.739 -28.527 6.316
H 15.088 -26.881 4.947
C 12.046 -24.990 4.797
O 12.034 -23.720 5.326
H 12.833 -25.497 5.394
H 12.341 -24.900 3.777
H 11.151 -25.607 4.728
H 12.754 -23.232 4.961
C 10.511 -25.257 1.153
O 10.082 -24.084 0.498
H 9.624 -25.856 1.178
H 10.842 -25.062 2.167
H 11.262 -25.798 0.536
H 9.294 -23.764 0.810
C 20.114 -26.149 3.332
O 18.935 -25.612 3.036
H 20.624 -25.377 3.937
H 20.675 -26.434 2.423
H 19.856 -27.057 3.995
H 19.057 -24.942 2.306
C 14.662 -25.870 1.872
O 15.258 -26.298 3.070
H 13.578 -25.930 1.913
H 15.034 -26.645 1.177
H 14.901 -24.868 1.634
H 16.197 -26.386 2.945
```



# 3
Density functional theory data (ωB97M-V/def2-TZVPD) for 10 unconnected molecules or ions with the total composition C15H52N2O12 at a distorted geometry.

HOMO energy ... -8.13 eV
SMILES ... COCCNCCOC.COCCNCCOC.CO.CO.CO.O.O.O.O.O
LUMO ... 0.184 eV

```
81
C15H52N2O12 (ωB97M-V/def2-TZVPD)
C 3.311 -0.729 -0.557
O 3.932 0.402 -1.070
C 4.807 1.026 -0.123
C 5.776 1.923 -0.957
N 5.331 3.255 -1.409
C 4.955 4.082 -0.274
C 4.281 5.358 -0.848
O 2.994 5.181 -1.354
C 2.147 6.322 -1.449
H 4.044 -1.436 -0.167
H 2.699 -1.292 -1.261
H 2.779 -0.512 0.370
H 5.422 0.368 0.491
H 4.189 1.481 0.652
H 6.071 1.342 -1.831
H 6.681 2.090 -0.373
H 4.456 3.105 -1.891
H 5.787 4.354 0.375
H 4.288 3.540 0.397
H 4.902 5.864 -1.587
H 4.374 6.160 -0.116
H 2.028 6.754 -0.455
H 1.146 6.041 -1.774
H 2.524 7.127 -2.079
C -4.183 -0.316 2.361
O -4.340 -1.478 1.550
C -3.501 -1.414 0.377
C -3.565 -2.839 -0.319
N -4.919 -3.291 -0.616
C -4.987 -4.719 -0.764
C -6.391 -5.225 -1.304
O -7.380 -4.692 -0.356
C -8.721 -4.795 -0.918
H -4.412 0.636 1.882
H -3.163 -0.327 2.744
H -4.849 -0.416 3.218
H -2.493 -1.120 0.670
H -3.962 -0.707 -0.313
H -3.152 -3.555 0.391
H -2.886 -2.970 -1.162
H -5.558 -3.162 0.155
H -4.680 -5.130 0.198
H -4.227 -5.050 -1.471
H -6.380 -6.315 -1.291
H -6.492 -4.833 -2.316
H -9.387 -4.449 -0.127
H -8.938 -5.818 -1.225
H -8.860 -4.295 -1.876
C -0.550 -0.306 -3.373
O -1.487 -0.527 -2.306
H -0.183 0.720 -3.388
H 0.275 -1.019 -3.368
H -1.063 -0.370 -4.333
H -0.924 -0.609 -1.532
C 0.227 3.399 -0.804
O 1.563 3.290 -0.489
H 0.017 3.722 -1.824
H -0.251 2.451 -0.557
H -0.266 4.163 -0.204
H 1.975 4.071 -0.866
C 3.275 -0.751 3.082
O 4.157 -1.774 2.867
H 2.281 -1.062 2.761
H 3.334 -0.476 4.135
H 3.542 0.159 2.545
H 4.912 -1.629 3.442
O -0.958 1.328 2.632
H -0.028 1.399 2.420
H -1.067 0.428 2.939
O 0.235 -0.512 0.172
H 0.585 0.138 0.781
H 0.898 -1.202 0.149
O 1.529 -3.307 0.232
H 1.950 -3.626 -0.566
H 1.183 -4.095 0.652
O 1.515 1.595 1.689
H 1.564 2.105 0.880
H 2.146 2.013 2.275
O -0.627 -1.390 2.745
H -0.897 -2.212 3.154
H -0.364 -1.638 1.859
```